# 1
DFT (ωB97M-V/def2-TZVPD) results for a cluster of 6 separate species, C20H51BrN5O5 in total in a non-equilibrium geometry.

Values from the calculation:
* frontier orbital gap: 8.859 eV
* HOMO energy: -11.72 eV
* net charge: +1

```
82
Properties=species:S:1:pos:R:3:forces:R:3:lowdin_charge:R:1
C 0.21926 2.95505 1.15686 -1.03 1.37 0.72 -0.29
H 7.00196 -3.29417 -6.00826 0.00 0.05 0.00 0.07
H 3.04910 -2.43214 1.22435 0.03 -0.10 -0.52 0.08
H -0.78492 4.84700 1.47172 0.08 -0.53 0.28 0.12
H 7.07694 -1.98705 -4.80912 -0.09 -0.05 -0.02 0.07
C -7.13883 -0.55496 2.09239 -0.21 -0.34 -0.03 -0.31
H 1.57402 -3.41068 -3.91676 0.08 0.03 0.18 0.12
C -2.22068 3.32186 0.77743 0.11 0.02 0.27 -0.18
N 2.65201 0.62358 0.97810 0.24 0.20 -0.96 0.12
C -7.38751 3.37178 -1.57526 0.25 -0.29 0.16 -0.32
H 4.28603 1.12311 -0.28017 -0.26 -0.28 0.23 0.12
C 4.39389 -0.97893 0.34159 -0.99 -0.54 -0.74 -0.70
H -6.59592 3.54068 -2.31355 -0.12 0.01 -0.14 0.11
H -7.05510 1.25056 -1.39663 0.02 0.02 -0.08 0.05
C 7.51143 -3.94697 -4.00916 -0.12 0.40 0.08 -0.32
H -8.15163 -1.10004 3.92301 -0.01 -0.05 -0.02 0.08
H -6.56825 -1.87056 3.70252 -0.01 0.08 0.02 0.08
H -2.49170 4.18050 0.13311 -0.16 -0.45 0.41 0.12
H 2.71654 -2.17608 -0.55781 0.52 0.03 0.50 0.05
H 7.79160 -2.65042 -2.58603 0.07 -0.09 -0.02 0.02
H 2.58639 0.13713 1.86784 0.20 0.04 -0.24 0.17
N 0.87691 1.97035 1.74907 0.45 0.58 -1.80 0.23
H 1.37953 -1.19495 -2.16245 -0.09 -0.11 -0.11 0.07
O -6.87970 3.67403 -0.27939 0.05 0.19 0.08 -0.09
O 8.22018 -3.46443 -2.87170 0.10 -0.15 0.04 -0.10
H 2.14605 -1.22883 -4.99547 -0.02 -0.09 -0.03 0.08
H 7.98871 -4.87390 -4.32510 0.06 0.02 0.15 0.11
C -7.87294 1.93824 -1.62843 -0.09 -0.15 -0.07 -0.09
H 6.68957 -2.47642 4.73536 0.04 0.04 0.10 0.08
H -8.26973 1.69171 -2.61534 0.02 -0.03 0.02 0.07
Br 5.89355 -1.17053 -0.91491 -0.18 0.29 0.32 0.74
N 0.67196 3.23920 -0.07522 0.16 -0.07 -0.07 0.13
H -4.14541 1.02610 2.59702 0.55 0.06 -0.17 0.10
C 5.51074 -0.66752 4.79802 0.15 -0.38 0.09 -0.31
H 6.48086 -4.17283 -3.71369 -0.03 -0.11 -0.14 0.11
C -3.28888 0.33542 0.73139 -0.34 -0.58 0.40 -0.28
H -6.15192 3.06294 -0.10812 -0.11 -0.04 -0.05 0.04
H -2.27301 0.11335 0.33738 -0.40 0.40 0.23 0.10
H 5.31593 -0.70365 5.87343 0.08 0.12 0.01 0.11
O 4.38865 -1.22492 4.10808 -0.19 0.16 -0.28 -0.11
H -6.68449 -1.91292 0.77034 0.05 0.05 0.06 0.09
C -0.97178 3.77228 1.64867 0.21 -1.02 -0.56 -0.07
H -4.79754 -0.03989 -0.56403 -0.20 0.41 0.21 0.05
C -7.47549 -1.54421 3.19104 0.06 -0.01 0.06 -0.09
H -8.65364 1.76746 -0.88516 -0.03 0.09 -0.05 0.08
H 7.64017 -0.99800 4.97350 0.00 -0.05 -0.01 0.08
H -1.10746 3.57907 2.72314 -0.01 0.11 -0.44 0.13
H -7.94823 -2.43750 2.77531 -0.10 0.06 0.01 0.08
H -3.54205 3.39644 2.53995 0.18 -0.30 -0.40 0.12
H -2.34572 1.05230 2.54441 -0.42 0.19 -0.07 0.11
C 3.60126 0.27408 -0.09128 0.73 -0.25 0.43 -0.24
H 3.07083 0.05361 -1.04168 0.17 0.00 0.50 0.11
C 6.77974 -1.42395 4.45587 0.00 0.02 -0.07 -0.09
C 3.49108 -2.25053 0.22728 0.75 0.19 0.36 -0.12
C 7.53682 -2.92580 -5.13082 0.03 -0.02 -0.08 -0.09
H 5.59601 0.37711 4.49900 -0.16 -0.03 -0.04 0.11
C -3.39885 2.78655 1.62679 -0.14 -0.03 -0.30 -0.20
H 8.56494 -2.69774 -5.41568 -0.02 -0.08 -0.01 0.08
C 1.80842 1.61710 0.78423 -0.96 -0.52 1.94 -0.33
H -3.67114 -0.63892 1.09697 0.35 0.48 -0.09 0.10
H -1.91452 2.50672 0.08923 -0.13 0.43 0.29 0.09
H 0.65821 -0.52256 -4.38096 -0.12 -0.05 -0.04 0.07
H -4.33075 2.89078 1.04021 0.51 0.00 0.27 0.08
H -8.04477 -0.23199 1.57108 -0.01 0.13 0.11 0.11
H 4.79557 -0.89412 1.36399 0.04 0.16 -0.53 0.08
H 4.16028 -3.08790 -0.04130 -0.57 0.20 0.35 0.07
H 6.96595 -1.39316 3.38037 0.03 0.07 0.03 0.07
C 1.11856 -1.45940 -4.70911 0.10 0.01 -0.02 -0.09
H -3.63835 0.85639 -1.19829 -0.32 0.29 0.13 0.06
O 1.81095 -2.00705 -2.45165 0.07 0.01 0.02 -0.12
O -6.24503 -1.14020 1.14352 0.19 0.07 -0.14 -0.10
H 0.58223 -1.82270 -5.58651 -0.01 0.06 0.01 0.08
N -4.21190 0.77060 -0.35742 0.76 -0.59 -0.20 0.01
H 2.24087 2.29311 -1.16641 -0.27 0.30 0.08 0.18
H 0.06871 -2.71483 -3.29747 0.00 -0.11 -0.10 0.11
C 1.09646 -2.48682 -3.59454 -0.19 0.33 -0.09 -0.30
N 1.69670 2.36584 -0.31620 0.62 -0.50 -0.19 0.15
H -6.64859 0.32545 2.50788 0.08 -0.01 -0.15 0.10
H 4.30739 -2.14592 4.38121 -0.01 0.09 -0.02 0.08
C -3.26604 1.28093 1.97292 -0.23 0.17 -0.35 -0.18
H 0.36292 3.92438 -0.75114 0.08 -0.14 0.14 0.19
H -8.20342 4.06334 -1.78330 0.07 0.07 0.13 0.11
```
Positions in Å, forces in eV/Å.

# 2
DFT (ωB97M-V/def2-TZVPD) results for a cluster of 5 separate species, C20H51ClN3O12 in total in a non-equilibrium geometry.

Values from the calculation:
* frontier orbital gap: 8.179 eV
* energy above the lowest of the compared OMol25 structures with the same formula, charge and spin: 0.0 kcal/mol
* HOMO energy: -5.98 eV
* net charge: -1

```
87
Properties=species:S:1:pos:R:3:forces:R:3:lowdin_charge:R:1
H -34.78798 -1.20469 -18.73324 0.01 -0.14 -0.10 0.08
H -39.55041 -6.56306 -15.00268 0.13 -0.10 -0.11 0.12
H -41.94926 -7.57104 -16.57616 0.09 -0.09 0.01 0.12
O -36.13133 -2.38472 -19.68571 0.19 0.38 0.43 -0.19
H -36.05516 -14.66243 -15.86014 -0.16 -0.32 0.17 0.11
H -42.05403 -6.62009 -15.09139 0.01 -0.01 -0.03 0.12
C -36.12933 -6.28560 -17.47782 0.78 0.24 -0.32 -0.20
O -37.90781 -12.18225 -14.76070 0.19 0.25 0.03 -0.38
O -33.05655 -11.38468 -16.94357 0.06 -0.18 0.21 -0.07
C -34.05937 -15.38227 -16.11038 0.46 -0.87 0.43 -0.19
C -35.75927 -8.23038 -14.45672 -0.02 0.51 1.53 -0.12
O -35.33970 -16.56819 -12.77272 0.04 -0.03 0.68 -0.21
O -35.58500 -7.81468 -15.77859 0.19 0.18 -0.38 -0.22
C -41.42086 -6.82871 -15.96152 -0.22 0.06 0.39 -0.22
H -37.78959 -9.05432 -17.05787 -0.12 0.10 -0.02 0.09
H -44.89367 -2.53769 -19.03275 0.08 -0.11 -0.04 0.09
H -44.34427 -3.06936 -17.45002 0.13 0.14 0.09 0.08
H -33.88219 -9.62797 -16.23038 -0.17 0.05 0.02 0.11
C -35.38303 -2.09521 -18.50980 0.10 0.49 -0.54 -0.11
H -35.39775 -9.23969 -14.29316 0.18 -0.06 -0.25 0.08
H -37.31525 -16.64098 -12.16894 -0.06 -0.02 0.08 0.09
H -37.74509 -3.25115 -20.43851 0.03 -0.06 0.05 0.12
H -34.33450 -11.12941 -15.36593 0.33 0.03 0.13 0.10
H -37.14813 -6.50877 -15.60074 0.25 0.54 0.01 0.11
H -35.23540 -10.64404 -18.18797 -0.09 0.01 0.00 0.12
H -35.51197 -5.77522 -15.46335 -0.08 0.08 -0.05 0.13
Cl -37.34644 -11.79156 -13.47136 0.20 -0.57 -0.32 0.66
C -34.14604 -10.68273 -16.34250 -0.22 -0.36 -0.30 -0.23
H -35.10163 -6.41238 -17.84148 -0.07 -0.01 0.00 0.13
H -34.70769 -2.91353 -18.26607 -0.14 -0.07 0.31 0.08
C -44.00463 -2.68241 -18.41500 -0.41 0.21 -0.26 -0.12
H -36.81198 -8.23004 -14.13200 0.32 -0.05 -0.10 0.07
H -34.34636 -13.81678 -14.24545 -0.02 -0.06 -0.12 0.09
N -41.20663 -5.58374 -16.67450 0.20 -0.05 -0.45 -0.07
H -37.90247 -2.93803 -18.72106 0.19 0.13 0.14 0.12
H -35.85641 -4.94349 -19.74932 0.04 0.15 0.01 0.13
C -42.05979 -3.98306 -18.29324 0.61 -0.04 -0.39 -0.24
C -35.37875 -15.16789 -12.99805 -0.65 0.12 -0.69 -0.23
C -35.44031 -10.83980 -17.12728 -0.08 0.22 -0.16 -0.24
C -38.29436 -8.70926 -16.15704 -0.16 0.05 -0.18 -0.09
H -33.51172 -16.05972 -16.77536 -0.07 0.20 -0.19 0.11
O -43.15734 -3.58214 -19.08096 -0.05 -0.01 -0.04 -0.19
H -38.61374 -9.58514 -15.58832 0.04 0.02 0.16 0.09
H -41.59129 -3.12878 -17.78731 -0.20 0.01 0.14 0.13
H -36.09813 -16.54315 -10.85393 -0.18 0.11 -0.07 0.09
C -40.10793 -7.38848 -15.47715 -0.11 -0.02 0.37 -0.24
C -37.19503 -3.27695 -19.49249 -0.34 -0.35 -0.63 -0.25
H -37.97178 -16.02079 -16.07463 0.06 0.06 -0.04 0.09
O -35.90124 -11.92485 -13.53731 -0.10 0.02 -0.02 -0.37
H -35.25751 -7.53210 -13.76265 0.19 -0.23 -0.14 0.10
H -33.04097 -11.17639 -17.88206 -0.08 0.03 0.01 0.07
H -36.03791 -1.82310 -17.67797 -0.02 -0.35 0.12 0.09
H -40.47641 -5.75088 -17.36210 -0.10 -0.02 -0.07 0.10
N -36.54100 -4.91390 -17.77324 -0.58 -0.45 -0.05 -0.06
H -37.59774 -8.09183 -15.57831 -0.99 -0.83 -0.48 0.02
O -36.02928 -12.12501 -17.04270 0.34 0.18 0.29 -0.07
H -37.53295 -5.41023 -19.59053 -0.05 0.11 0.01 0.12
C -35.54779 -15.49443 -16.37686 0.25 1.41 -0.39 -0.25
H -35.51936 -14.57790 -12.08471 0.34 -0.21 0.15 0.12
C -37.37809 -16.91245 -16.30114 -0.34 -0.35 0.03 -0.12
H -33.73475 -14.35877 -16.26584 0.04 0.13 -0.31 0.11
H -37.49887 -17.17517 -17.36153 -0.03 0.17 0.01 0.08
H -43.53156 -1.69760 -18.31231 0.06 -0.10 0.27 0.09
H -35.73734 -15.28324 -17.44241 0.01 -0.31 0.00 0.13
O -37.66953 -10.41376 -13.20309 -0.27 0.00 0.18 -0.36
H -36.42464 -12.14368 -16.15429 -0.28 -0.37 -0.14 0.03
C -36.11685 -6.52077 -15.99316 0.07 -0.43 0.22 -0.23
N -33.66474 -15.78571 -14.74051 -1.31 0.57 0.08 -0.04
H -40.26734 -8.13720 -14.68830 -0.04 -0.11 -0.20 0.13
C -36.77523 -4.70721 -19.20495 0.05 -0.26 0.26 -0.22
H -43.04135 -4.67800 -16.53192 -0.13 -0.16 -0.07 0.11
O -39.41397 -7.93524 -16.57120 -0.05 0.16 -0.10 -0.18
H -42.99803 -5.84644 -17.85946 0.16 -0.14 -0.01 0.13
H -34.29208 -16.56851 -14.54290 0.66 -0.30 0.00 0.07
H -36.72181 -7.06824 -17.97402 -0.20 0.18 0.06 0.12
H -41.29907 -4.34989 -18.99203 -0.11 -0.06 -0.06 0.12
O -36.02793 -16.74452 -15.97468 0.02 -0.20 0.06 -0.18
H -36.16558 -10.09538 -16.78196 0.29 0.06 -0.04 0.08
H -33.33430 -14.51879 -13.04789 0.07 -0.39 -0.03 0.11
H -36.28599 -18.04675 -11.74466 -0.05 -0.02 -0.19 0.08
C -36.31914 -16.96172 -11.84621 0.22 -0.05 0.13 -0.12
C -42.40452 -5.09181 -17.32382 -0.16 0.45 0.47 -0.23
H -37.77674 -17.73941 -15.70832 0.11 0.03 0.00 0.08
C -34.12870 -14.77213 -13.76088 0.46 0.54 0.22 -0.19
H -36.28279 -14.94014 -13.58714 0.11 -0.08 -0.04 0.11
H -37.44701 -4.79892 -17.31902 0.11 0.22 0.03 0.11
O -37.87396 -12.67396 -12.46396 0.05 0.34 0.10 -0.35
```
Positions in Å, forces in eV/Å.